[1]
Computed, not measured: an isolated molecule of C4H5NO, with ωB97M-V/def2-TZVPD.

Last column: Mulliken charge in e.
Positions of all 11 atoms, in Å:
N 2.0027 -0.1297 0.1790  -0.46
C 0.6435 -0.0170 -0.0083  0.38
C -0.2446 1.0167 0.0230  -0.42
C -1.5434 0.3968 0.0139  -0.36
C -1.3425 -0.9339 -0.0841  -0.45
O 0.0045 -1.2017 -0.1066  -0.33
H 2.4214 -0.9958 -0.1177  0.24
H 2.5686 0.6941 0.0846  0.22
H -0.0245 2.0748 0.0447  0.38
H -2.4987 0.8916 0.1251  0.37
H -1.9870 -1.7958 -0.1536  0.42

Forces on the atoms, in the same order (eV/Å):
-0.011 -0.034 0.048
-0.050 0.110 0.077
0.126 -0.058 0.051
-0.048 -0.118 -0.037
-0.229 0.074 0.033
0.067 0.036 0.094
-0.002 0.129 -0.105
-0.076 -0.019 -0.121
0.027 -0.199 0.128
0.132 -0.073 -0.205
0.065 0.152 0.038

Properties
E_HOMO, eV: -7.59
Gap between HOMO and LUMO, eV: 8.63
Total charge: 0
ΔE to the lowest compared entry with this formula, charge and spin, kcal per mole: 14.4

[2]
Computed, not measured: an isolated molecule of C3H3Cl2F, with ωB97M-V/def2-TZVPD.

Last column: Mulliken charge in e.
Positions of all 9 atoms, in Å:
C 0.2302 1.0499 0.3031  -0.32
C 0.4727 -0.3590 -0.1230  0.45
C -0.5870 -1.2358 -0.2709  -0.42
H -0.6838 1.1606 0.9676  0.27
H 1.1561 1.4664 0.8748  0.23
H -0.4763 -2.3188 -0.2738  0.38
F 0.0026 1.9552 -0.7707  -0.26
Cl 2.1049 -0.9712 -0.3785  -0.19
Cl -2.2194 -0.7473 -0.3287  -0.13

Forces on the atoms, in the same order (eV/Å):
0.835 1.988 1.037
-2.275 -1.791 -0.379
2.361 0.952 0.541
1.129 -0.467 -0.813
-1.587 -0.835 -0.969
0.233 0.326 -0.457
0.282 -0.843 0.483
-0.823 0.445 0.352
-0.156 0.226 0.206

Properties
E_HOMO, eV: -9.62
Gap between HOMO and LUMO, eV: 9.93
Total charge: 0
ΔE to the lowest compared entry with this formula, charge and spin, kcal per mole: 10.6

[3]
Computed, not measured: an isolated molecule of C3H6O2, with ωB97M-V/def2-TZVPD.

Last column: Mulliken charge in e.
Positions of all 11 atoms, in Å:
O -1.9278 -0.1493 -0.1953  -0.50
C -1.0361 0.7257 0.3384  -0.31
C 0.2525 0.5078 0.6564  -0.10
C 1.0196 -0.6298 0.0607  -0.48
O 0.8909 -0.4632 -1.3419  -0.53
H -1.4268 -0.9420 -0.4281  0.38
H 0.2254 0.2886 -1.4160  0.43
H -1.5595 1.6391 0.5755  0.35
H 0.8295 1.2937 1.1260  0.27
H 0.6424 -1.6324 0.3120  0.22
H 2.0899 -0.6381 0.3122  0.27

Forces on the atoms, in the same order (eV/Å):
0.732 -0.191 -0.316
-0.074 0.180 1.203
-0.271 0.222 0.027
0.041 -0.342 0.059
-1.183 1.061 -1.004
-0.265 -0.253 -0.143
1.549 -1.389 -0.370
0.190 0.203 0.182
-0.280 0.127 0.001
-0.099 0.152 0.210
-0.341 0.229 0.150

Properties
E_HOMO, eV: -9.32
Gap between HOMO and LUMO, eV: 10.14
Total charge: 0
ΔE to the lowest compared entry with this formula, charge and spin, kcal per mole: 42.5

[4]
Computed, not measured: a cluster of 3 separate species, C6H15NO3 in total, with ωB97M-V/def2-TZVPD.

Last column: Mulliken charge in e.
Positions of all 25 atoms, in Å:
C -0.3896 2.1838 1.2920  0.04
C -0.4350 1.2063 -1.0191  -0.65
C 1.0576 2.5752 1.3124  -0.86
O -0.8314 1.1583 1.8440  -0.62
O -1.7922 0.9506 -1.1497  -0.51
H -0.1042 0.0423 0.9380  0.39
H -2.2698 1.2967 -0.3846  0.40
H -1.0949 3.0011 1.0482  0.47
H -0.1272 2.2481 -1.1353  0.41
H 0.0628 0.7509 -1.8721  0.26
H 1.3117 2.8803 2.3325  0.34
H 1.7078 1.7348 1.0433  0.25
H 1.2530 3.4027 0.6298  0.31
C -0.2690 -1.5756 -0.4624  0.39
C 0.5051 -2.1239 -1.6502  -1.30
C -0.3478 -2.5667 0.7022  -1.43
N 0.3831 -0.3357 0.0568  0.38
O 1.6494 -0.3163 0.0954  -0.72
H -1.2769 -1.2659 -0.7491  0.30
H 0.6585 -2.8206 1.0392  0.33
H 1.5580 -2.2303 -1.3872  0.29
H 0.1112 -3.1009 -1.9271  0.41
H 0.4303 -1.4698 -2.5181  0.33
H -0.8494 -3.4789 0.3782  0.43
H -0.9011 -2.1467 1.5428  0.36

Forces on the atoms, in the same order (eV/Å):
-0.314 -0.631 2.144
0.540 -2.277 -1.523
0.192 -0.299 -0.393
0.321 1.689 -0.708
-0.031 0.289 0.350
0.664 -0.930 -0.946
0.076 -0.010 -0.036
-0.063 -0.300 -0.389
0.023 0.241 1.076
-0.134 -0.155 -0.146
-0.127 0.037 -0.039
-0.174 0.002 0.065
-0.058 0.040 0.091
-0.128 0.087 -0.199
0.016 0.036 0.141
0.171 0.151 -0.141
-1.247 2.158 0.757
0.378 -0.095 -0.057
0.066 -0.091 -0.019
-0.018 -0.014 0.001
-0.076 0.006 -0.014
-0.060 -0.001 0.001
0.009 0.033 -0.006
-0.007 0.032 -0.008
-0.016 0.002 -0.001

Properties
E_HOMO (alpha / beta), eV: -7.83 / -7.84
Gap between HOMO and LUMO (alpha / beta), eV: 8.12 / 8.12
Total charge: 0
ΔE to the lowest compared entry with this formula, charge and spin, kcal per mole: 134.9

[5]
Computed, not measured: a structure of composition Cl2Li, with ωB97M-V/def2-TZVPD.

Last column: Mulliken charge in e.
Positions of all 3 atoms, in Å:
Li 0.6986 -0.8123 -0.2138  0.77
Cl -1.5013 -0.2693 -1.2571  -0.88
Cl 0.8027 1.0816 1.4709  -0.89

Forces on the atoms, in the same order (eV/Å):
-1.244 1.439 0.375
0.799 -0.618 0.020
0.445 -0.821 -0.395

Properties
E_HOMO, eV: -4.49
Gap between HOMO and LUMO, eV: 7.05
Total charge: -1
ΔE to the lowest compared entry with this formula, charge and spin, kcal per mole: 27.7

[6]
Computed, not measured: a cluster of 3 separate species, C5H15NO2 in total, with ωB97M-V/def2-TZVPD.

Last column: Mulliken charge in e.
Positions of all 23 atoms, in Å:
C 1.2561 -0.1875 -1.9498  -0.78
C -0.2153 -0.4723 -1.4211  -0.39
C -0.2856 -0.5678 0.0862  -0.64
C -0.9816 0.4229 0.7086  -0.10
C -1.4785 0.3558 2.1448  -1.08
N 2.0148 0.7814 -1.0873  -0.57
H 1.3563 0.2283 -2.9604  0.37
H 1.7101 -1.1886 -2.1136  0.30
H -0.6591 -1.3563 -1.9678  0.34
H -0.8168 0.4178 -1.7994  0.23
H 0.3284 -1.3040 0.5196  0.47
H -1.2402 1.2693 0.0912  0.40
H -2.4919 -0.0507 1.9218  0.28
H -1.4608 1.3617 2.5433  0.33
H -0.9525 -0.3571 2.8216  0.28
H 2.1294 0.4541 -0.1507  0.33
H 2.9191 0.9811 -1.5061  0.19
H 1.5858 2.8555 1.7031  0.30
H 2.4832 1.9147 0.7239  0.38
O 2.3564 2.3211 1.5887  -0.66
H -2.0539 -3.2643 0.1705  0.32
H -2.6500 -1.8435 -0.0767  0.33
O -2.8535 -2.7718 0.0095  -0.64

Forces on the atoms, in the same order (eV/Å):
0.277 -0.642 0.261
0.528 1.562 -1.880
-1.420 2.765 -1.368
1.652 -2.349 0.546
0.141 -0.533 -1.206
-0.723 -0.494 -1.258
-0.861 0.130 0.168
0.361 0.360 0.712
0.669 0.684 0.707
0.417 -1.061 0.775
0.088 -1.123 1.023
-0.601 0.044 0.031
0.241 0.606 1.078
-0.480 0.020 0.464
-0.227 0.537 -0.728
0.104 -0.646 0.388
-0.146 -0.180 0.181
-0.725 0.181 -0.764
-0.936 0.858 0.037
1.606 -0.739 0.827
0.482 0.159 0.057
0.530 0.265 0.038
-0.980 -0.405 -0.089

Properties
E_HOMO, eV: -9.34
Gap between HOMO and LUMO, eV: 10.19
Total charge: 0
ΔE to the lowest compared entry with this formula, charge and spin, kcal per mole: 49.6

> Which of these has the lowest ΔE to the lowest compared entry with this formula, charge and spin?

C3H3Cl2F

> Which of these has the lowest ΔE to the lowest compared entry with this formula, charge and spin?

C3H3Cl2F